The following is a DFT calculation (ωB97M-V with the def2-TZVPD basis set) of a cluster of 3 separate species, C12H25FNO9S in total at a distorted geometry.

Summary:
Net charge ... +1
Highest occupied orbital energy ... -13.4 eV
Energy ... -1701.9223 a.u.
Molar mass ... 378.40 g mol⁻¹
Lowest unoccupied orbital energy ... -3.57 eV

```
49
Properties=species:S:1:pos:R:3:lowdin_charge:R:1
S -4.55 -0.52 1.41 0.79
F -5.84 -1.10 0.64 -0.14
O -3.03 -2.28 -0.07 -0.10
O -4.63 0.96 1.38 -0.27
O 1.66 -1.27 -1.41 0.10
O -0.49 4.39 0.89 0.02
O 0.62 2.44 1.15 0.09
O 0.64 -1.83 -3.35 0.02
O 1.66 4.44 1.03 0.05
O -4.46 -0.97 2.82 -0.27
O 2.54 -0.82 -3.45 0.05
N -1.31 -1.70 2.16 0.10
C -3.06 -0.96 0.41 -0.32
C -1.68 3.62 0.77 -0.05
C -3.08 -3.23 1.01 -0.13
C 2.94 3.80 1.16 -0.20
C 3.34 3.11 -0.13 -0.07
C -0.35 -2.47 -2.55 -0.05
C -1.79 -0.62 1.25 -0.06
C 3.70 -0.24 -2.83 -0.20
C 4.63 -1.29 -2.27 -0.06
C 1.62 -1.30 -2.61 -0.61
C -2.16 -2.93 2.25 -0.07
C 0.61 3.64 1.04 -0.61
H -2.80 -2.92 3.15 0.14
H -2.53 4.30 0.77 0.10
H -3.06 -0.30 -0.49 0.17
H -1.93 0.34 1.79 0.15
H 4.90 -2.01 -3.05 0.09
H 4.21 0.32 -3.61 0.13
H 4.35 2.70 -0.04 0.08
H -2.86 -4.22 0.57 0.15
H -1.17 -2.76 -3.21 0.10
H -1.46 -3.79 2.36 0.15
H 2.66 2.30 -0.39 0.06
H -1.78 2.94 1.62 0.08
H 3.65 4.58 1.39 0.13
H -1.68 3.06 -0.16 0.10
H 5.54 -0.83 -1.88 0.08
H -0.75 -1.78 -1.80 0.07
H 4.16 -1.86 -1.47 0.07
H -4.13 -3.29 1.37 0.13
H 3.32 3.82 -0.96 0.09
H 2.93 3.11 2.00 0.12
H 0.06 -3.36 -2.08 0.10
H -0.36 -1.97 1.88 0.19
H -1.26 -1.31 3.10 0.20
H -0.97 -0.41 0.52 0.15
H 3.40 0.48 -2.07 0.11
```